Record 1
Entry from the Open Molecules 2025 dataset: a molecular structure, C36H67N6O8 at a distorted geometry (ωB97M-V/def2-TZVPD).

Values from the calculation:
Max |F|   9.56 eV/A
Charge   +1
Molar mass   711.966 g mol⁻¹
Energy   -2340.5337 a.u.
2S+1   1
Frontier orbital gap   1.92 eV

CARTESIAN COORDINATES (ANGSTROEM)
O  -2.3525  3.8100  0.6890
O  1.2091  -1.4621  2.0004
O  2.2117  -3.7778  1.3284
O  4.1456  1.1904  4.4413
O  -2.1335  0.4851  -1.8509
O  -0.3419  4.5787  0.4379
O  3.5814  3.0924  3.5436
O  -0.9265  -1.5874  1.4692
N  2.7391  -2.5054  1.3509
N  -0.7893  -2.1066  -1.9338
N  1.0316  2.7401  -1.4647
N  -3.2691  0.5784  -1.0462
N  0.5067  1.6566  -3.2793
N  -2.1999  -3.8347  -2.1483
C  0.3396  0.1511  -1.3572
C  3.0555  -2.2709  3.8874
C  3.9630  -2.4689  -0.9711
C  -0.6917  2.1753  -2.7987
C  -1.9115  -3.6543  -0.7857
C  2.5417  2.0975  0.3891
C  2.8820  -1.8247  -0.0437
C  3.3666  1.8988  3.7453
C  -2.3974  -1.4411  0.2724
C  -3.6078  3.1109  -0.9316
C  3.0588  -0.2780  0.2069
C  1.8119  3.2591  -0.3356
C  1.5279  -2.0050  -0.7809
C  -4.2303  1.7097  -1.3166
C  -3.1447  -0.0771  0.3048
C  -4.5120  -0.3729  1.0402
C  3.7670  -2.1405  2.5020
C  4.1010  -0.6069  2.4595
C  2.0516  1.3336  3.2388
C  -3.1671  -4.6205  -2.7691
C  -5.4210  0.8433  0.8687
C  0.6785  0.6695  -4.3403
C  -0.5451  2.5916  1.7016
C  0.1842  -1.0953  -2.3878
C  -2.2690  0.8821  1.1386
C  -5.5314  1.4527  -0.5645
C  -1.1221  3.7476  0.8875
C  -1.4949  -2.8791  -2.8102
C  -1.0029  -2.6082  -0.6741
C  1.5226  2.0182  -2.4780
C  4.9854  -3.0235  2.4316
C  -0.0221  0.4626  1.5342
C  0.1245  -0.9834  1.7029
C  -4.6194  1.6716  -2.7959
C  -0.3431  2.8945  -1.6373
C  4.2483  0.0212  1.1461
H  1.2005  -1.2297  -1.4736
H  -5.0031  -1.2115  0.5465
H  2.8226  -3.3260  4.0316
H  4.9756  -2.3857  -0.5763
H  -0.8920  0.8499  2.0647
H  3.3880  1.6819  -0.1579
H  0.0652  -0.8375  -3.4402
H  -4.1698  3.9232  -1.3924
H  3.7708  -3.5272  -1.1478
H  2.5729  3.8627  -0.8303
H  -5.1742  2.5870  -3.0021
H  -4.6284  -0.7132  2.0691
H  0.2824  -0.0245  -0.2830
H  -3.5787  3.3106  0.1396
H  3.9834  -1.9784  -1.9442
H  -1.3584  1.9086  1.9464
H  -0.8957  3.3940  -0.8554
H  3.0913  0.1207  -0.8071
H  2.1603  0.2443  0.5354
H  1.1433  -1.6080  -2.4604
H  4.6916  -4.0400  2.6931
H  1.1622  3.8767  0.2845
H  -3.7663  1.4433  -3.4349
H  -1.6572  1.9308  -3.2163
H  5.8051  -2.8159  3.1194
H  1.9983  1.3570  2.1503
H  0.8835  1.0281  1.7535
H  1.6491  0.8223  -4.8122
H  2.1200  -1.7115  3.8920
H  -2.1617  0.3644  2.0918
H  0.7707  -0.2463  -3.7565
H  -0.5304  0.7924  -1.4987
H  -0.6228  -2.1523  0.2282
H  -6.4708  0.6591  1.0968
H  1.1275  1.8268  3.5402
H  -0.0639  0.8387  0.5120
H  1.9764  0.2735  3.4808
H  4.9517  -0.3288  3.0817
H  -6.2139  0.7687  -1.0689
H  5.1286  -0.4295  0.6879
H  -0.0212  3.0006  2.5656
H  -0.0652  0.6261  -5.1360
H  -2.5689  3.2544  -1.2286
H  -2.3627  -4.1692  0.0496
H  1.4239  -2.9339  -1.3416
H  -1.3450  -1.3026  0.0244
H  3.7295  -1.8972  4.6582
H  -5.1037  1.5466  1.6386
H  0.2283  2.0411  1.1660
H  -2.9483  -2.1232  -0.3751
H  -2.4128  -1.8608  1.2783
H  -3.8142  -4.0452  -3.4313
H  3.2735  -0.1159  2.9716
H  2.5470  1.6761  -2.4799
H  5.4749  -3.1069  1.4613
H  3.0385  2.4438  1.2954
H  4.4042  1.0892  1.2983
H  0.7366  -1.9366  -0.0343
H  -5.2455  0.8044  -3.0057
H  -2.6058  -5.4615  -3.1762
H  1.8122  1.3275  0.6404
H  -1.6778  -2.5826  -3.8325
H  -1.2216  0.9396  0.8425
H  1.1800  0.7997  -1.6046
H  -2.7138  1.8538  1.3531
H  -6.0642  2.4029  -0.5991
H  -3.8009  -5.0672  -2.0030


Record 2
Entry from the Open Molecules 2025 dataset: 2 unconnected molecules or ions with the total composition C6H15N2O at a distorted geometry (ωB97M-V/def2-TZVPD).

Values from the calculation:
Max |F|   6.01 eV/A
Charge   +1
Molar mass   131.199 g mol⁻¹
Energy   -421.9470 a.u.
2S+1   1
Frontier orbital gap   8.10 eV

CARTESIAN COORDINATES (ANGSTROEM)
O  -1.4271  0.0528  -1.3339
N  0.1701  2.2132  -0.0033
N  0.6343  -1.8638  0.2431
C  0.9550  1.9998  -1.2593
C  0.6046  -2.6486  -1.0015
C  -0.4525  -1.1146  0.7591
C  -1.0672  -0.0913  -0.1196
C  -0.0713  -0.4978  2.1034
C  -2.3383  0.4931  -0.3749
H  1.4945  -3.1980  -1.0971
H  -2.1937  1.5978  -0.1397
H  -1.3400  -1.6735  0.9946
H  0.2097  -1.4600  2.5965
H  -0.8833  -0.0916  2.6901
H  -0.2637  -3.3574  -0.8926
H  0.7706  0.0714  1.9653
H  1.5912  -1.5954  0.4953
H  0.7506  2.3966  0.8501
H  -3.3799  0.2270  -0.1783
H  -0.5171  2.9436  -0.0970
H  1.4787  2.9771  -1.6419
H  0.1599  1.6009  -2.0658
H  1.7617  1.1605  -1.0906
H  0.3724  -2.0818  -1.8385


| no. | LUMO energy (eV) |
| --- | --- |
| 1 | -6.633 |
| 2 | -4.845 |